Formula: C3H9NO
Source: the OMol25 dataset
Level of theory: ωB97M-V with the def2-TZVPD basis set

Structure (XYZ):
```
14
Properties=species:S:1:pos:R:3:forces:R:3
O 0.03487 1.05146 0.38548 0.0 0.0 -0.6
N -0.14041 -0.98875 -0.82719 -0.5 -1.1 0.6
C -1.51110 -1.48053 -0.63605 -0.2 0.3 -0.3
C 1.16050 1.86272 0.59522 0.3 0.0 0.0
C 0.39248 -0.36039 0.31794 -0.2 1.5 0.9
H 1.91026 1.74153 -0.19658 0.1 -0.2 0.0
H -1.56304 -2.49106 -0.22807 0.3 0.0 0.0
H -0.04391 -0.73249 1.23993 -0.1 -0.8 -0.1
H -0.12076 -0.39929 -1.63241 0.3 0.4 -0.3
H -2.10938 -0.83303 0.01174 0.0 0.1 0.0
H 1.61158 1.61331 1.55884 0.2 0.2 0.1
H 1.47527 -0.40555 0.44550 0.1 -0.3 -0.5
H 0.89919 2.91799 0.57772 -0.4 0.0 0.2
H -1.99555 -1.49591 -1.61206 -0.1 -0.1 0.0
```
Positions in Å, forces in eV/Å.

The highest occupied orbital energy comes out at -8.97 eV. Its spin multiplicity is 1. The total energy is -6793.43423 eV. The SMILES is CNCOC. For the relative energy (zero: lowest compared OMol25 entry of this formula, charge and spin), the calculation gives 1.621 eV. The frontier orbital gap is 10.141 eV. Its total charge is 0.